# 1
One molecule with the formula C6H7NO at a distorted geometry. Source: OMol25; level of theory: the ωB97M-V functional and the def2-TZVPD basis.

Summary:
- lowest unoccupied orbital energy (eV) = 0.21
- SMILES = N#C[C@]1(O)C=CCC1
- maximum force (eV/A) = 13.92
- gap between HOMO and LUMO (eV) = 10.18
- net charge = 0

Positions of all 15 atoms, in Å:
N1 -0.296 2.058 2.094
H1 -0.450 -1.225 -2.197
C1 -0.229 0.846 1.686
C2 0.196 -0.180 0.853
H2 1.955 1.094 -0.094
H3 1.616 0.872 -2.175
C3 -0.712 -0.298 -1.408
H4 1.452 -0.891 2.291
H5 -1.934 0.079 0.667
C4 -1.069 -0.550 0.184
H6 -1.580 -1.711 0.586
O1 0.891 -1.332 1.387
H7 -1.633 0.338 -2.002
C5 1.124 0.468 -0.343
C6 0.670 0.432 -1.530

# 2
One molecule with the formula C6H7NO at a distorted geometry. Source: OMol25; level of theory: the ωB97M-V functional and the def2-TZVPD basis.

Summary:
- lowest unoccupied orbital energy (eV) = 0.83
- SMILES = [O-][N+]#C[C@H]1[C@H]2CC[C@@H]12
- maximum force (eV/A) = 3.35
- gap between HOMO and LUMO (eV) = 9.71
- net charge = 0

Positions of all 15 atoms, in Å:
C1 0.909 -1.519 -0.611
C2 -1.300 0.359 0.147
H1 1.560 1.361 0.982
C3 -0.272 1.322 -0.497
H2 -2.139 0.911 0.618
C4 0.765 0.844 0.508
H3 1.854 -0.895 1.220
H4 -1.629 -0.466 -0.544
C5 0.941 -0.690 0.534
H5 -0.161 1.239 -1.668
C6 -0.224 0.052 1.219
N1 0.417 -2.029 -1.510
H6 -0.581 2.440 -0.233
O1 0.213 -2.709 -2.467
H7 -0.355 -0.219 2.302

# 3
C6H7NO as an isolated structure at a distorted geometry. Source: OMol25; level of theory: the ωB97M-V functional and the def2-TZVPD basis.

Summary:
- lowest unoccupied orbital energy (eV) = 0.99
- maximum force (eV/A) = 8.29
- gap between HOMO and LUMO (eV) = 10.05
- net charge = 0

Positions of all 15 atoms, in Å:
H1 1.762 1.291 -0.133
C1 -0.949 -0.227 0.787
O1 1.350 -0.657 1.122
H2 1.721 -1.349 -0.641
N1 -0.259 1.254 -0.934
H3 -0.733 -2.146 -0.405
C2 0.343 0.338 1.184
C3 -1.193 0.377 -0.697
H4 0.029 1.225 -1.958
H5 0.544 1.113 1.915
C4 0.910 -0.893 -0.186
H6 -1.627 -0.563 1.545
H7 -2.309 0.591 -0.988
C5 -0.424 -1.085 -0.387
C6 0.834 0.729 -0.223

# 4
One molecule with the formula C6H7NO2 at a distorted geometry. Source: OMol25; level of theory: the ωB97M-V functional and the def2-TZVPD basis.

Summary:
- lowest unoccupied orbital energy (eV) = 0.77
- SMILES = CC(=O)Nc1ccco1
- maximum force (eV/A) = 7.06
- gap between HOMO and LUMO (eV) = 8.82
- net charge = 0

Positions of all 16 atoms, in Å:
C1 -0.709 -1.092 0.082
H1 -0.800 3.023 1.335
C2 -0.634 2.036 0.806
H2 -1.221 -3.101 0.447
C3 0.795 -2.589 -0.222
H3 1.474 0.958 -1.626
C4 -0.472 -2.389 0.175
N1 0.853 0.849 -0.796
O1 0.784 3.061 -0.795
O2 1.329 -1.388 -0.668
C5 0.457 -0.465 -0.530
C6 0.341 2.021 -0.281
H4 -1.855 1.987 0.439
H5 1.511 -3.612 -0.468
H6 -1.399 -0.472 0.440
H7 -0.454 1.173 1.662

# 5
One molecule with the formula C6H7NO2 at a distorted geometry. Source: OMol25; level of theory: the ωB97M-V functional and the def2-TZVPD basis.

Summary:
- lowest unoccupied orbital energy (eV) = -0.21
- SMILES = O=N[C@@]1(O)C=C[C@H]2C[C@H]21
- maximum force (eV/A) = 3.95
- gap between HOMO and LUMO (eV) = 9.08
- net charge = 0

Positions of all 16 atoms, in Å:
C1 -0.284 -1.576 -0.081
H1 -0.692 -1.664 2.295
C2 0.943 -1.132 -0.778
C3 -0.233 -1.144 1.346
H2 -0.808 -2.438 -0.395
O1 -0.959 1.627 -1.133
C4 0.999 0.184 -0.842
C5 -0.157 0.943 -0.242
H3 -2.140 -0.219 0.250
H4 1.888 0.608 -1.161
N1 0.611 1.970 0.620
H5 1.598 -1.782 -1.179
O2 0.477 3.130 0.384
H6 -0.848 2.568 -0.984
H7 0.674 -0.704 1.586
C6 -1.067 -0.372 0.312

# 6
C6H7NO3 as an isolated structure at a distorted geometry. Source: OMol25; level of theory: the ωB97M-V functional and the def2-TZVPD basis.

Summary:
- lowest unoccupied orbital energy (eV) = 0.68
- maximum force (eV/A) = 5.34
- gap between HOMO and LUMO (eV) = 11.38
- net charge = 0

Positions of all 17 atoms, in Å:
O1 0.800 -1.414 2.074
H1 -0.420 -0.811 3.131
C1 -0.579 -1.085 1.325
O2 0.336 -1.753 -0.834
H2 -1.628 1.737 -1.086
N1 -1.268 -0.675 2.275
C2 -0.568 1.582 -1.292
H3 1.404 1.977 -0.320
H4 -0.011 1.806 0.855
H5 -0.222 1.906 -2.274
H6 1.332 -1.802 1.365
C3 0.017 0.308 -0.763
C4 -0.651 -0.923 -0.156
O3 1.822 -0.680 -2.213
C5 0.387 1.625 -0.144
H7 -1.669 -1.133 -0.507
C6 0.919 -0.665 -1.437

# 7
A 2-piece molecular cluster, C6H7NO3S overall at a distorted geometry. Source: OMol25; level of theory: the ωB97M-V functional and the def2-TZVPD basis.

Summary:
- lowest unoccupied orbital energy (eV) = 0.15
- maximum force (eV/A) = 3.35
- gap between HOMO and LUMO (eV) = 9.88
- net charge = 0

Positions of all 18 atoms, in Å:
C1 -1.084 0.346 -0.733
H1 -1.294 -1.133 0.666
C2 0.045 0.901 -1.119
H2 -1.968 0.135 -1.465
C3 0.339 0.235 1.185
H3 2.387 -1.152 -2.026
H4 1.001 -0.614 1.371
N1 2.463 -1.198 -1.044
S1 3.641 -0.903 -0.154
C4 2.243 1.586 -0.027
H5 0.264 0.678 2.095
C5 0.915 1.019 0.068
O1 1.375 2.466 0.295
H6 0.519 1.384 -2.027
H7 -1.998 0.615 1.020
O2 3.136 -0.956 1.224
O3 3.392 1.410 -0.356
C6 -1.125 -0.032 0.735

# 8
One molecule with the formula C6H7NO5S at a distorted geometry. Source: OMol25; level of theory: the ωB97M-V functional and the def2-TZVPD basis.

Summary:
- lowest unoccupied orbital energy (eV) = -0.56
- SMILES = CCN1C(=O)C=CC(=O)OS1(=O)=O
- maximum force (eV/A) = 3.16
- gap between HOMO and LUMO (eV) = 10.31
- net charge = 0

Positions of all 20 atoms, in Å:
H1 0.726 2.006 0.034
C1 0.765 2.190 -1.027
H2 -1.127 1.841 -1.677
C2 -1.289 -0.009 0.101
H3 1.741 1.943 -1.277
S1 0.893 -1.052 -0.641
C3 -0.217 1.235 -1.646
C4 -1.422 -1.232 0.962
H4 -1.114 -2.026 2.749
H5 -2.385 -1.680 1.139
H6 0.602 3.185 -1.317
O1 0.330 -2.310 -0.811
O2 -2.164 0.784 0.424
N1 -0.444 -0.021 -1.006
H7 0.073 0.987 -2.651
O3 2.010 -0.705 -1.454
C5 -0.604 -1.601 1.923
O4 1.359 -0.802 0.927
C6 0.821 -1.273 2.126
O5 1.444 -1.461 3.122

# 9
A 2-piece molecular cluster, C6H7NO8S overall at a distorted geometry. Source: OMol25; level of theory: the ωB97M-V functional and the def2-TZVPD basis.

Summary:
- lowest unoccupied orbital energy (eV) = 3.71
- maximum force (eV/A) = 2.68
- gap between HOMO and LUMO (eV) = 3.39
- net charge = -2

Positions of all 23 atoms, in Å:
O1 5.113 0.877 0.587
H1 -0.127 -1.769 -1.893
H2 0.934 -3.212 0.202
H3 -2.468 -0.243 -1.438
H4 -0.508 -0.346 0.867
C1 -0.298 1.071 -0.612
O2 -4.942 -1.287 0.403
O3 -1.181 2.625 1.128
N1 -4.101 -1.454 -0.388
C2 -0.628 -0.388 -0.216
H5 -0.746 1.314 -1.583
O4 2.732 0.631 0.142
C3 -1.283 1.721 0.350
O5 -2.467 0.956 0.193
O6 3.639 2.820 0.699
C4 -2.130 -0.280 -0.398
S1 3.757 1.361 0.968
H6 2.064 -1.746 -0.036
C5 0.097 -1.499 -0.857
C6 1.092 -2.213 -0.202
H7 0.757 1.353 -0.531
O7 3.502 1.082 2.408
O8 -2.809 -1.374 0.208

# 10
One molecule with the formula C6H7NOS at a distorted geometry. Source: OMol25; level of theory: the ωB97M-V functional and the def2-TZVPD basis.

Summary:
- lowest unoccupied orbital energy (eV) = 0.86
- SMILES = C1=CN2COCC=C2S1
- maximum force (eV/A) = 4.45
- gap between HOMO and LUMO (eV) = 8.04
- net charge = 0

Positions of all 16 atoms, in Å:
H1 -0.277 -2.494 -1.149
C1 -1.077 0.700 0.639
H2 -2.061 -0.874 -1.890
H3 3.675 1.132 0.253
H4 -2.710 -1.364 -0.311
H5 -1.036 1.527 1.443
C2 1.436 1.391 0.634
S1 2.435 -0.856 -0.271
H6 -1.230 -0.297 1.121
C3 -0.422 -1.540 -0.544
C4 0.560 -0.663 -0.187
H7 1.408 2.437 0.911
C5 2.611 0.722 0.349
C6 -1.816 -0.911 -0.891
O1 -1.868 0.552 -0.503
N1 0.371 0.538 0.396

# 11
A 2-piece molecular cluster, C6H7NOS overall. Source: OMol25; level of theory: the ωB97M-V functional and the def2-TZVPD basis.

Summary:
- lowest unoccupied orbital energy (spin up / spin down) (eV) = -0.72 / 0.15
- maximum force (eV/A) = 0.92
- gap between HOMO and LUMO (spin up / spin down) (eV) = 7.59 / 8.87
- net charge = 0

Positions of all 16 atoms, in Å:
S1 -2.067 -2.533 -0.900
C1 2.682 0.468 0.611
C2 -2.000 -1.249 -2.209
H1 0.292 1.296 2.852
H2 -3.001 -1.079 -2.601
N1 2.031 -0.523 0.012
C3 0.783 0.776 2.042
H3 3.676 0.700 0.256
C4 0.125 -0.270 1.402
O1 -2.655 -1.864 0.287
H4 -1.612 -0.332 -1.778
C5 0.860 -0.844 0.393
H5 -0.867 -0.596 1.665
C6 2.065 1.149 1.646
H6 -1.345 -1.614 -2.992
H7 2.580 1.963 2.133

# 12
C6H7NS as an isolated structure at a distorted geometry. Source: OMol25; level of theory: the ωB97M-V functional and the def2-TZVPD basis.

Summary:
- lowest unoccupied orbital energy (spin up / spin down) (eV) = -2.47 / -2.47
- maximum force (eV/A) = 4.45
- gap between HOMO and LUMO (spin up / spin down) (eV) = 6.46 / 6.46
- net charge = 0

Positions of all 15 atoms, in Å:
N1 -3.390 -2.771 0.851
S1 -0.622 2.254 0.870
C1 -1.654 0.107 -0.524
H1 0.141 0.614 -1.865
C2 -2.227 -1.008 -0.419
H2 1.334 1.037 0.196
C3 -2.893 -1.955 0.199
H3 0.967 0.260 2.403
H4 -0.565 -0.398 1.998
C4 -0.081 0.160 -0.879
H5 0.932 -1.193 1.284
C5 0.363 0.833 0.393
H6 -1.688 1.104 0.138
C6 0.435 -0.247 1.626
H7 0.021 -0.902 -0.847

Here are the calculated energy numbers, same order: -362.581073; -362.636292; -362.647204; -437.973856; -437.889884; -513.199085; -911.361718; -1061.901285; -1287.475572; -760.897614; -760.886990; -685.559865 (a.u.).
Here are the calculated relative energy (zero: lowest compared OMol25 entry of this formula, charge and spin) numbers, same order: 6.324; 4.822; 4.525; 2.556; 4.841; 3.103; 2.495; 1.053; 0.491; 2.243; 2.532; 5.715 (eV).